1.
The following is a DFT calculation (the ωB97M-V functional and the def2-TZVPD basis) of an isolated ion of composition CH5N2O and charge +1 in a non-equilibrium geometry.

Last column: Löwdin charge in e.
Atoms and positions in Å:
C -0.26180 -0.00693 0.43882  -0.1234
N 0.55903 -1.17300 0.07217  0.2153
N -0.47042 0.78800 -0.51481  0.0011
O -0.90527 2.03416 -0.28312  0.0390
H -0.55375 0.09818 1.47876  0.1551
H 0.18968 -2.04475 0.48633  0.1831
H 0.53209 -1.25584 -0.95800  0.1803
H 1.56802 -1.00466 0.34526  0.2051
H -0.65759 2.56485 -1.06542  0.1442

Values from the calculation:
charge	+1
maximum force	1.9	eV/Å
E_LUMO	-4.16	eV
electronic energy	-6136.450	eV


2.
The following is a DFT calculation (the ωB97M-V functional and the def2-TZVPD basis) of C5H7NO2 as an isolated structure in a non-equilibrium geometry.

Last column: Löwdin charge in e.
Atoms and positions in Å:
C -1.02687 0.41129 1.56991  -0.0437
C 1.56240 0.07898 -0.26648  -0.1283
C 0.51089 -0.79532 -0.97359  -0.2423
C -0.78277 -0.08452 -1.43859  -0.0034
C -0.93803 0.04843 0.16365  -0.2836
H -1.14133 -0.31793 2.34447  0.1100
H -1.55036 1.47825 1.70967  0.1667
H 2.61204 -0.07352 -0.59338  0.1213
H 1.01839 -1.63104 -1.64719  0.1807
H -0.53311 0.85446 -1.98118  0.1170
H -1.39175 -0.81292 -2.05222  0.1242
H -0.20491 0.79891 0.12319  0.0640
N 1.57426 0.62227 0.88981  0.0668
O 0.51756 0.62032 1.92046  -0.1637
O -0.22639 -1.19765 0.23146  -0.0858

Values from the calculation:
maximum force	4.0	eV/Å
E_LUMO	0.72	eV
electronic energy	-10875.198	eV


3.
The following is a DFT calculation (the ωB97M-V functional and the def2-TZVPD basis) of C4H12KO2 as an isolated structure in a non-equilibrium geometry.

Last column: Löwdin charge in e.
Atoms and positions in Å:
K 0.63860 1.08973 0.08166  0.9629
C -2.72346 2.60485 0.43292  -0.0885
C -2.61479 2.78141 -1.08500  -0.2553
O -1.21907 2.61570 -1.42437  -0.1664
H -2.72409 1.55696 0.73727  0.0724
H -3.69412 2.99848 0.75884  0.0859
H -2.05554 3.22271 1.03663  0.0780
H -2.97052 3.78475 -1.33476  0.1183
H -3.21167 2.13387 -1.72007  0.1236
H -0.69713 3.27617 -0.96433  0.0555
C 3.26494 -3.15837 -0.04916  -0.0703
C 1.91292 -3.04812 0.63751  -0.2810
O 1.56239 -1.65059 0.72538  -0.1651
H 3.17547 -2.76349 -1.06039  0.0780
H 3.57942 -4.19598 -0.15651  0.0844
H 4.03471 -2.64792 0.52689  0.0796
H 1.85983 -3.47260 1.64052  0.1180
H 1.15860 -3.55543 0.03073  0.1144
H 0.72350 -1.57214 1.18622  0.0556

Values from the calculation:
charge	+1
maximum force	1.8	eV/Å
E_LUMO	-3.82	eV
electronic energy	-24757.042	eV


4.
The following is a DFT calculation (the ωB97M-V functional and the def2-TZVPD basis) of one molecule with the formula C23H25N5O3 in a non-equilibrium geometry.

Last column: Löwdin charge in e.
Atoms and positions in Å:
C -6.69335 -0.13301 0.90446  -0.0501
C -5.22801 -0.38268 0.72629  -0.2781
C -4.29043 0.48859 1.27208  -0.0331
C -2.93840 0.26245 1.12179  -0.0177
C -2.49273 -0.84744 0.40916  -0.1794
C -3.41654 -1.74782 -0.10596  -0.0100
C -4.76961 -1.50473 0.04907  -0.0359
H -5.48031 -2.20972 -0.35731  0.1128
H -3.09472 -2.65107 -0.59711  0.1056
N -1.10586 -1.03899 0.29325  -0.0255
C -0.39150 -1.63859 -0.69674  -0.1688
C 0.93822 -1.58782 -0.28429  -0.0641
C 0.89977 -0.90580 0.96315  -0.1367
N -0.34033 -0.58079 1.28290  0.1922
C 2.11223 -0.57904 1.68767  -0.3927
O 2.19247 0.09723 2.70173  0.0557
N 3.23251 -1.09972 1.07294  -0.0565
N 3.27167 -1.79495 -0.07000  0.1579
C 2.21137 -2.03437 -0.76190  -0.2701
C 2.38582 -2.78854 -2.03829  -0.0204
H 3.40853 -3.14767 -2.09889  0.0814
H 2.19999 -2.13078 -2.88664  0.0828
H 1.69635 -3.62904 -2.08831  0.0804
C 4.53671 -0.82529 1.64654  -0.1304
H 5.12690 -1.74260 1.59676  0.1237
C 5.25662 0.29919 0.89985  -0.1572
H 5.48299 -0.02490 -0.11805  0.1081
H 6.19382 0.50532 1.41795  0.1116
C 4.40170 1.56909 0.82050  -0.0928
C 3.46027 1.49523 -0.36968  -0.5091
O 3.83818 1.21465 -1.48932  0.0636
N 2.16648 1.80774 -0.11819  0.0910
H 1.82172 1.89276 0.82521  0.1304
C 1.20331 1.75333 -1.19861  -0.0932
C -0.11203 2.32669 -0.80724  -0.2607
C -0.45396 3.35072 0.02525  -0.0184
C -1.86627 3.45543 -0.03645  -0.0638
C -2.27553 2.49056 -0.90013  -0.1409
O -1.22127 1.79627 -1.36840  0.0408
H -3.24602 2.20130 -1.25043  0.1235
H -2.48219 4.15462 0.49030  0.1022
H 0.21100 3.95817 0.60376  0.1106
H 1.63441 2.30351 -2.04625  0.1399
H 1.05451 0.71894 -1.53808  0.1219
H 3.85293 1.72330 1.74899  0.1073
H 5.05206 2.42948 0.64842  0.1249
H 4.36812 -0.54341 2.68837  0.1222
C -0.96472 -2.10997 -1.98236  -0.0083
H -1.24306 -3.16388 -1.93510  0.0896
H -1.84464 -1.52496 -2.24342  0.0851
H -0.22398 -1.99693 -2.77016  0.0782
H -2.20944 0.92534 1.55851  0.1112
H -4.62573 1.35590 1.82110  0.1183
H -6.91845 0.92703 0.80941  0.0790
H -7.27636 -0.68645 0.17264  0.0756
H -7.00525 -0.45184 1.89931  0.0863

Values from the calculation:
maximum force	1.3	eV/Å
E_LUMO	0.37	eV
electronic energy	-37850.057	eV


Values for relative energy (zero: lowest compared OMol25 entry of this formula, charge and spin), kcal per mole, ordered as above
60.7; 194.1; 14.9; 38.6
Values for orbital gap, eV, ordered as above
11.4; 10.2; 10.2; 8.6